C7H14 in the gas phase. Source: OMol25; level of theory: ωB97M-V/def2-TZVPD.

- Energy above the lowest of the compared OMol25 structures with the same formula, charge and spin: 352.7 kJ/mol
- Frontier orbital gap: 8.359 eV
- E: -7482.6389 eV

Each line ends with the Mulliken charge.
Positions of all 21 atoms, in Å:
C -1.92 1.53 1.63  -1.264
C -1.69 0.45 0.57  -0.270
C -0.33 0.63 -0.12  -0.981
C 0.14 -0.57 -1.00  0.684
C 1.30 -0.14 -1.91  -1.623
C 0.36 -1.62 0.04  -0.390
C 1.75 -1.69 0.55  -0.959
H -1.16 1.46 2.42  0.321
H -1.86 2.53 1.19  0.305
H -2.90 1.43 2.10  0.373
H -2.48 0.48 -0.18  0.278
H -0.36 1.51 -0.77  0.369
H 0.44 0.84 0.63  0.326
H -0.71 -0.86 -1.63  0.361
H 2.11 0.35 -1.35  0.323
H 1.73 -0.99 -2.45  0.365
H 0.94 0.58 -2.65  0.445
H -1.73 -0.54 1.03  0.389
H 1.81 -2.07 1.57  0.318
H 2.41 -0.82 0.43  0.305
H 2.16 -2.49 -0.09  0.325

C16H19N3O2 in the gas phase. Source: OMol25; level of theory: ωB97M-V/def2-TZVPD.

- SMILES: CCc1cccc2c(C#N)cn(CC(=O)NCCOC)c12
- Energy above the lowest of the compared OMol25 structures with the same formula, charge and spin: 72.2 kJ/mol
- Frontier orbital gap: 8.995 eV
- E: -25465.8522 eV

Each line ends with the Mulliken charge.
Positions of all 40 atoms, in Å:
C -2.34 -3.28 0.15  -1.389
C -2.15 -2.00 -0.65  -0.753
C -0.68 -1.70 -0.82  0.696
C -0.05 -2.10 -1.99  -0.796
C 1.32 -1.95 -2.21  -0.937
C 2.12 -1.38 -1.25  -0.652
C 1.52 -0.95 -0.07  1.303
C 2.06 -0.32 1.10  -0.323
C 3.40 0.04 1.30  -0.111
N 4.50 0.34 1.46  -0.587
C 1.01 -0.10 1.94  0.013
N -0.15 -0.58 1.40  0.108
C -1.44 -0.25 1.95  -0.589
C -2.14 0.87 1.15  0.604
O -3.35 0.92 1.05  -0.663
N -1.29 1.77 0.63  -0.057
C -1.67 2.70 -0.41  -0.946
C -0.93 2.30 -1.70  -0.460
O 0.44 2.09 -1.48  -0.185
C 1.23 3.26 -1.40  -0.818
C 0.13 -1.10 0.15  -0.127
H -3.40 -3.48 0.30  0.376
H -1.91 -4.13 -0.38  0.392
H -1.86 -3.22 1.13  0.340
H -2.68 -1.17 -0.18  0.061
H -2.59 -2.14 -1.64  0.550
H -0.65 -2.56 -2.76  0.436
H 1.74 -2.28 -3.14  0.402
H 3.19 -1.26 -1.39  0.497
H 1.01 0.36 2.92  0.486
H -2.10 -1.12 1.97  0.192
H -1.30 0.10 2.98  0.414
H -0.30 1.58 0.66  0.193
H -2.75 2.65 -0.55  0.496
H -1.39 3.72 -0.11  0.296
H -1.09 3.05 -2.48  0.450
H -1.31 1.33 -2.05  0.206
H 0.96 3.88 -0.54  0.307
H 1.13 3.85 -2.32  0.328
H 2.26 2.92 -1.29  0.249

2 unconnected molecules or ions with the total composition C2H3N3. Source: OMol25; level of theory: ωB97M-V/def2-TZVPD.

- Energy above the lowest of the compared OMol25 structures with the same formula, charge and spin: 389.9 kJ/mol
- Frontier orbital gap: 9.458 eV
- E: -6588.5347 eV

Each line ends with the Mulliken charge.
Positions of all 8 atoms, in Å:
C -2.59 0.39 0.17  0.092
C 0.89 -1.09 0.12  -0.219
N -2.16 -0.66 -0.04  -0.345
N 2.55 0.60 0.07  -0.844
N 1.66 -0.23 -0.10  0.548
H -3.00 1.41 0.03  0.255
H 0.42 -1.91 -0.38  0.297
H 2.23 1.50 0.13  0.217

> Among the records above, which one has the highest E?

C2H3N3